Computed, not measured: a cluster of 2 separate species, C18H30NO6P in total, with ωB97M-V with the def2-TZVPD basis set.

Each atom is followed by the atoms it is bonded to, with distances in Å.
CARTESIAN COORDINATES (ANGSTROEM)
1 C 3.4859 0.3150 -0.8160  C2 1.513, H15 1.092, H16 1.095, H17 1.095
2 C 2.0651 -0.2037 -0.8615  C1 1.513, O3 1.446, H18 1.101, H19 1.101
3 O 2.0303 -1.4834 -0.1890  C2 1.446, P4 1.607
4 P 0.7780 -2.4666 -0.4053  O3 1.607, C5 1.758, O11 1.485, O12 1.612
5 C -0.4050 -1.8532 0.7418  P4 1.758, C6 1.426, H20 1.079
6 C -1.7789 -2.1046 0.4558  C5 1.426, O7 1.226, O8 1.401
7 O -2.6158 -2.7616 1.0648  C6 1.226
8 O -2.1076 -1.3745 -0.6936  C6 1.401, C9 1.434
9 C -3.0433 -1.9871 -1.5907  O8 1.434, C10 1.506, H21 1.096, H22 1.093
10 C -2.6161 -3.3162 -2.1559  C9 1.506, H23 1.093, H24 1.097, H25 1.096
11 O 0.3379 -2.6205 -1.8157  P4 1.485
12 O 1.4019 -3.8089 0.2335  P4 1.612, C13 1.455
13 C 1.3794 -5.0665 -0.4983  O12 1.455, C14 1.509, H26 1.098, H27 1.099
14 C 2.6052 -5.8719 -0.1437  C13 1.509, H28 1.090, H29 1.093, H30 1.092
15 H 3.5141 1.3079 -1.2710  C1 1.092
16 H 3.8379 0.3814 0.2187  C1 1.095
17 H 4.1463 -0.3509 -1.3808  C1 1.095
18 H 1.3746 0.4850 -0.3503  C2 1.101
19 H 1.7207 -0.3357 -1.8992  C2 1.101
20 H -0.1156 -1.7761 1.7784  C5 1.079
21 H -3.9946 -2.0977 -1.0575  C9 1.096
22 H -3.1522 -1.2529 -2.3924  C9 1.093
23 H -3.1785 -3.4966 -3.0761  C10 1.093
24 H -1.5405 -3.3245 -2.3734  C10 1.097
25 H -2.8672 -4.1197 -1.4540  C10 1.096
26 H 0.4606 -5.6094 -0.2384  C13 1.098
27 H 1.3678 -4.8411 -1.5742  C13 1.099
28 H 2.5629 -6.8377 -0.6478  C14 1.090
29 H 3.5082 -5.3542 -0.4774  C14 1.093
30 H 2.6715 -6.0404 0.9330  C14 1.092
31 C 2.6368 6.1395 -0.2633  O32 1.445, H43 1.091, H44 1.098, H45 1.099
32 O 1.7062 5.3849 -1.0714  C31 1.445, C33 1.358
33 C 1.0087 4.3686 -0.5010  O32 1.358, C34 1.417, C42 1.418
34 C 0.1793 3.6088 -1.3636  C33 1.417, C35 1.375, H46 1.089
35 C -0.4985 2.5158 -0.8771  C34 1.375, C36 1.419, H47 1.091
36 C -0.4241 2.1639 0.4952  C35 1.419, C37 1.451, C41 1.415
37 C -1.2699 1.0944 0.9926  C36 1.451, N38 1.322, H48 1.091
38 N -2.1816 1.3192 1.9227  C37 1.322, C39 1.465, C40 1.463
39 C -3.2389 0.3508 2.2219  N38 1.465, H49 1.092, H50 1.100, H51 1.094
40 C -2.2801 2.6006 2.6226  N38 1.463, H52 1.092, H53 1.097, H54 1.098
41 C 0.4196 2.9215 1.3409  C36 1.415, C42 1.381, H55 1.091
42 C 1.0970 4.0302 0.8735  C33 1.418, C41 1.381, H56 1.094
43 H 3.0963 6.8312 -0.9703  C31 1.091
44 H 2.1082 6.6929 0.5244  C31 1.098
45 H 3.3990 5.4850 0.1814  C31 1.099
46 H 0.1188 3.9123 -2.4075  C34 1.089
47 H -1.1452 1.9300 -1.5319  C35 1.091
48 H -1.2813 0.1385 0.4664  C37 1.091
49 H -3.7163 0.6689 3.1511  C39 1.092
50 H -3.9942 0.3386 1.4220  C39 1.100
51 H -2.8317 -0.6591 2.3235  C39 1.094
52 H -3.2084 2.5774 3.1980  C40 1.092
53 H -1.4402 2.7386 3.3141  C40 1.097
54 H -2.3091 3.4483 1.9260  C40 1.098
55 H 0.5121 2.6345 2.3896  C41 1.091
56 H 1.7045 4.6311 1.5563  C42 1.094

Calculated values
2S+1 = 1
DFT total energy = -1551.39986 Eh
frontier orbital gap = 5.7 eV
LUMO = -0.845 eV
charge = 0